1.
Computed, not measured: a structure of composition C38H45N5OPY, with ωB97M-V with the def2-TZVPD basis set.

Geometry (Å):
Y1 0.113 0.794 0.158
C1 3.194 2.061 0.015
C2 2.540 3.327 0.510
N1 1.063 3.203 0.597
C3 0.520 3.630 1.908
C4 0.861 2.648 3.001
N2 0.636 1.225 2.610
C5 1.804 0.372 2.953
C6 3.017 0.716 2.117
N3 2.658 0.860 0.690
H1 4.279 2.134 0.131
H2 3.008 1.936 -1.057
H3 2.807 4.146 -0.159
H4 2.932 3.604 1.490
H5 0.652 3.806 -0.107
H6 -0.559 3.707 1.803
H7 0.885 4.623 2.188
H8 0.278 2.884 3.891
H9 1.905 2.746 3.297
H10 -0.155 0.863 3.136
H11 1.511 -0.670 2.797
H12 2.055 0.465 4.012
H13 3.760 -0.072 2.244
H14 3.496 1.629 2.469
H15 3.020 0.061 0.184
C7 -4.232 6.169 1.634
C8 -4.018 6.127 0.263
C9 -3.349 5.049 -0.304
C10 -2.886 4.014 0.506
C11 -3.104 4.063 1.884
C12 -3.781 5.134 2.447
P1 -2.115 2.546 -0.163
C13 -1.298 2.829 -1.759
C14 -0.567 3.987 -2.067
C15 0.209 4.045 -3.215
C16 0.296 2.940 -4.062
C17 -0.402 1.784 -3.763
C18 -1.200 1.723 -2.616
C19 -3.453 1.374 -0.464
C20 -4.712 1.802 -0.798
C21 -5.773 0.886 -0.954
C22 -5.537 -0.445 -0.752
C23 -4.243 -0.909 -0.408
C24 -4.024 -2.302 -0.207
C25 -2.788 -2.770 0.105
C26 -1.711 -1.852 0.209
C27 -1.828 -0.480 0.044
C28 -3.168 -0.006 -0.261
H16 -4.758 7.007 2.072
H17 -4.382 6.928 -0.368
H18 -3.207 5.012 -1.379
H19 -2.773 3.249 2.523
H20 -3.961 5.162 3.514
H21 -0.636 4.863 -1.428
H22 0.740 4.955 -3.461
H23 0.896 2.998 -4.961
H24 -0.360 0.936 -4.435
H25 -1.792 0.834 -2.419
H26 -4.915 2.861 -0.928
H27 -6.760 1.239 -1.218
H28 -6.340 -1.167 -0.851
H29 -4.863 -2.981 -0.311
H30 -2.617 -3.829 0.260
H31 -0.758 -2.313 0.444
C29 4.130 -6.602 -1.209
C30 3.924 -5.449 -0.245
N4 2.622 -5.498 0.431
C31 2.386 -6.586 1.401
C32 1.458 -7.658 0.862
C33 1.669 -4.555 0.347
O1 0.656 -4.540 1.038
C34 1.796 -3.443 -0.663
C35 1.925 -3.600 -2.032
C36 1.808 -2.492 -2.861
C37 1.524 -1.268 -2.293
N5 1.375 -1.112 -0.967
C38 1.530 -2.177 -0.183
H32 5.116 -6.535 -1.672
H33 3.379 -6.605 -2.002
H34 4.075 -7.564 -0.698
H35 4.019 -4.495 -0.757
H36 4.695 -5.459 0.527
H37 1.965 -6.142 2.300
H38 3.368 -6.987 1.656
H39 0.475 -7.238 0.645
H40 1.326 -8.449 1.602
H41 1.854 -8.111 -0.048
H42 2.110 -4.583 -2.450
H43 1.910 -2.578 -3.935
H44 1.387 -0.390 -2.914
H45 1.406 -2.045 0.888

Atomic forces in eV per Å
Y 1.0828 0.6974 0.2181
C 0.0981 -0.3079 -0.0688
C -0.1858 0.2768 0.1214
N -0.0447 -0.1781 0.0278
C -0.0432 0.0618 -0.2766
C 0.0849 -0.2864 0.2866
N -0.0928 -0.1374 -0.2076
C -0.2753 -0.0254 0.2140
C 0.2308 0.0467 -0.1912
N -0.0328 -0.0893 -0.0395
H 0.0244 0.0444 0.0069
H -0.0598 -0.0027 -0.0025
H 0.0444 0.0205 -0.0053
H -0.0077 -0.0276 0.0198
H 0.0576 0.0035 0.0079
H -0.0293 0.0263 -0.0086
H 0.0474 0.0069 0.0264
H -0.0169 0.0326 0.0023
H -0.0088 0.0557 -0.0084
H -0.0239 0.0638 0.0321
H -0.0171 -0.0158 -0.0520
H 0.0057 -0.0215 0.0446
H 0.0361 0.0009 0.0324
H -0.0550 0.0443 -0.0080
H 0.0202 -0.0201 0.0348
C 0.0027 -0.0224 0.0295
C 0.0445 -0.0656 -0.0095
C -0.0680 0.1576 -0.0102
C 0.0713 0.4193 -0.2039
C -0.0708 0.0351 0.1194
C 0.0119 0.0185 -0.1420
P -0.1710 -0.8135 0.3454
C 0.0894 0.0773 -0.1504
C -0.0645 -0.0007 -0.0944
C -0.0462 -0.0917 0.0421
C 0.0754 0.1098 0.0022
C -0.0847 0.0285 0.1764
C 0.1587 -0.0256 -0.1139
C 0.0202 0.0081 -0.0072
C -0.3537 0.1059 -0.0671
C 0.1740 0.0743 0.0392
C 0.0942 0.0669 0.0069
C -0.2166 -0.3724 -0.0186
C -0.1079 0.0552 -0.0295
C 0.0619 0.1904 -0.0294
C 0.0197 0.0524 0.0787
C -0.7901 -0.2440 0.0358
C 0.4247 -0.1689 0.0344
H 0.0128 -0.0215 -0.0120
H 0.0112 -0.0187 0.0162
H 0.0079 -0.0003 0.0526
H 0.0109 -0.0117 -0.0543
H 0.0066 -0.0079 -0.0255
H -0.0686 -0.0082 -0.0387
H -0.0126 0.0022 0.0041
H -0.0102 -0.0034 0.0046
H -0.0348 -0.0054 0.0079
H -0.0143 0.0061 -0.0181
H 0.0278 -0.0830 0.0176
H 0.0334 0.0149 0.0040
H 0.0339 0.0272 0.0038
H 0.0113 0.0435 0.0036
H 0.0435 0.0620 0.0136
H 0.0348 0.0060 0.0463
C 0.0596 -0.1269 -0.1118
C -0.2203 -0.0062 0.1175
N -0.0531 0.0511 0.0536
C 0.1769 0.1306 -0.1026
C -0.0796 -0.0884 -0.0419
C 0.1245 -0.3195 -0.0322
O 0.0742 0.1283 -0.0039
C -0.0635 -0.1183 0.0996
C 0.1228 -0.1478 -0.1790
C 0.0152 -0.0259 0.0014
C -0.0963 -0.1382 0.0674
N -0.2730 0.4687 -0.3044
C 0.0614 0.1779 -0.0345
H -0.0314 0.0190 0.0212
H 0.0182 0.0179 0.0468
H 0.0055 0.0530 0.0000
H -0.0181 0.0374 -0.0244
H 0.0404 -0.0440 0.0316
H -0.0212 0.0190 0.0392
H -0.0296 -0.0732 -0.0236
H 0.0454 0.0020 -0.0008
H 0.0258 0.0352 -0.0070
H -0.0155 0.0128 0.0333
H -0.0219 0.0444 -0.0039
H -0.0043 -0.0286 0.0445
H -0.0041 0.0321 0.0528
H -0.0461 0.0218 -0.0049

Results
LUMO level = -0.1826 hartree
orbital gap = 0.2789 hartree
net charge = +2

***

2.
Computed, not measured: a structure of composition C38H46AsBaN4O3PS2Se2Si2, with ωB97M-V with the def2-TZVPD basis set.

Geometry (Å):
Ba1 0.000 0.000 0.000
O1 0.010 2.566 0.904
C1 -0.474 3.600 0.002
C2 -0.987 3.030 -1.484
O2 -1.384 3.948 -2.280
O3 -0.920 1.784 -1.755
C3 0.740 4.542 -0.129
C4 1.137 5.355 0.955
C5 2.262 6.180 0.873
C6 3.025 6.204 -0.291
C7 2.667 5.397 -1.366
C8 1.544 4.568 -1.281
C9 -1.722 4.233 0.655
C10 -2.111 5.554 0.369
C11 -3.235 6.122 0.972
C12 -4.007 5.373 1.857
C13 -3.663 4.050 2.126
C14 -2.537 3.484 1.524
H1 0.245 2.888 1.739
H2 0.559 5.349 1.876
H3 2.539 6.802 1.719
H4 3.898 6.846 -0.361
H5 3.255 5.403 -2.279
H6 1.298 3.943 -2.139
H7 -1.544 6.136 -0.356
H8 -3.515 7.142 0.728
H9 -4.889 5.810 2.314
H10 -4.279 3.449 2.787
H11 -2.302 2.438 1.716
N1 -3.724 1.432 1.728
C15 -3.831 0.867 0.516
N2 -2.810 0.386 -0.138
C16 -3.192 -0.170 -1.404
C17 -4.561 -0.026 -1.607
S1 -5.332 0.753 -0.290
C18 -2.294 -0.860 -2.486
C19 -2.852 -1.343 -3.667
S2 -1.679 -2.057 -4.692
C20 -0.468 -1.716 -3.538
N3 -0.879 -1.096 -2.466
N4 0.814 -2.053 -3.742
H12 -2.782 1.686 2.007
H13 -4.439 2.085 2.019
H14 -5.163 -0.332 -2.448
H15 -3.879 -1.324 -3.994
H16 1.128 -2.193 -4.694
H17 1.486 -1.590 -3.140
Se1 2.328 -2.461 -0.104
P1 3.695 -1.373 -1.234
Se2 2.728 0.666 -1.621
C21 5.241 -1.245 -0.244
C22 5.739 0.004 0.155
C23 6.917 0.082 0.905
C24 7.602 -1.084 1.258
C25 7.110 -2.330 0.860
C26 5.933 -2.411 0.111
C27 4.046 -2.224 -2.832
C28 4.944 -1.631 -3.729
C29 5.235 -2.249 -4.949
C30 4.628 -3.464 -5.279
C31 3.731 -4.061 -4.389
C32 3.439 -3.445 -3.168
H18 5.221 0.915 -0.110
H19 7.299 1.048 1.212
H20 8.514 -1.021 1.838
H21 7.641 -3.233 1.133
H22 5.559 -3.381 -0.193
H23 5.420 -0.690 -3.482
H24 5.929 -1.787 -5.638
H25 4.853 -3.943 -6.224
H26 3.262 -5.003 -4.645
H27 2.743 -3.925 -2.495
C33 -0.935 -2.611 6.192
Si1 -0.708 -2.854 4.352
C34 0.768 -3.949 4.024
C35 -2.229 -3.719 3.700
As1 -0.559 -0.792 3.270
Si2 1.645 -0.201 3.759
C36 2.832 -1.133 2.656
C37 1.831 1.619 3.386
C38 2.083 -0.474 5.553
H28 -1.057 -3.600 6.679
H29 -1.842 -1.999 6.370
H30 -0.058 -2.097 6.628
H31 0.606 -4.933 4.511
H32 1.682 -3.490 4.446
H33 0.886 -4.094 2.931
H34 -2.343 -4.699 4.207
H35 -2.123 -3.877 2.608
H36 -3.123 -3.094 3.899
H37 2.587 -0.921 1.595
H38 2.759 -2.221 2.835
H39 3.868 -0.798 2.867
H40 1.592 1.804 2.319
H41 2.875 1.934 3.591
H42 1.137 2.200 4.028
H43 2.034 -1.552 5.795
H44 1.379 0.091 6.197
H45 3.117 -0.115 5.733
H46 2.106 0.406 1.488

Atomic forces in eV per Å
Ba 0.9529 -0.1972 0.7619
O -1.5919 -1.1540 -3.3642
C -0.1347 -0.0432 0.2222
C -0.1465 0.4156 -1.8472
O 0.9024 -1.6527 2.3925
O 0.2031 2.1835 1.1822
C 0.1570 0.6305 -0.3339
C -0.0592 -0.1383 -0.4390
C -0.2761 -0.3340 -0.1503
C -0.1130 -0.0723 -0.0866
C -0.3296 -0.1596 0.3137
C -0.1240 0.0281 0.0870
C -0.1616 0.3702 0.0172
C -0.1281 -0.0748 -0.0102
C 0.3398 -0.4067 -0.1608
C 0.0224 -0.1674 0.0051
C 0.3496 0.6607 -0.2668
C 1.6664 1.9843 -0.4110
H 0.6705 1.0220 1.9642
H -0.0056 -0.0050 -0.1058
H -0.0337 -0.0853 -0.0441
H -0.0459 -0.0279 0.0275
H -0.0446 -0.0419 0.1246
H -0.0900 0.1148 0.2500
H -0.0288 -0.2108 0.1918
H 0.0230 -0.0866 0.0464
H 0.0688 -0.0393 0.0145
H 0.1429 0.6003 0.2578
H 2.9245 4.5720 -1.1826
N -2.3015 -2.7604 0.6283
C 0.9318 -0.3506 -0.3078
N -0.0376 -1.1068 -1.5348
C -0.9005 0.3634 0.2064
C 1.5287 -0.4655 -0.3331
S -0.6485 -0.0334 -0.3148
C 0.0369 -0.3960 -0.9243
C -0.0140 0.6883 1.4606
S -0.4862 -0.1848 -0.4459
C -0.2849 0.9155 0.9261
N -1.9096 0.2274 0.5976
N 0.7345 -0.2985 -0.4001
H -2.3446 -3.4945 1.2440
H 0.3522 -0.8123 -0.3938
H 0.1424 -0.0079 -0.0131
H 0.0316 0.0706 0.1156
H -0.0777 0.0454 0.2820
H -0.0138 0.1330 0.1126
Se -0.7567 -1.8708 -0.3784
P -1.2382 2.0917 0.0127
Se 1.5688 -1.3093 -0.9098
C 0.5381 0.1878 -0.4654
C 0.2819 -0.3648 0.1190
C -0.1345 -0.6575 -0.0905
C -0.4277 0.0776 -0.2838
C -0.3534 0.4127 -0.1859
C 0.3416 0.4039 0.1656
C 0.5708 -0.1345 -0.0916
C -0.0913 -0.5409 -0.3550
C -0.3020 -0.1261 0.3911
C -0.1590 0.1431 0.3908
C 0.3274 0.5898 0.0037
C 0.4967 0.1288 -0.3520
H -0.2425 -0.0583 -0.0842
H -0.0465 0.0231 0.0125
H 0.0342 -0.0053 0.0361
H -0.0110 -0.0403 0.0095
H -0.1075 0.0080 0.0103
H -0.0845 0.0520 0.0707
H 0.0194 0.0270 -0.0107
H 0.0166 -0.0188 -0.0492
H -0.0324 -0.0246 0.0244
H -0.0249 0.1939 0.2599
C -0.1276 -0.2766 0.6836
Si 0.2502 1.6660 -0.9297
C 0.2571 -0.5535 0.1625
C -0.5003 -0.4359 -0.0990
As -0.2910 -0.1106 0.1932
Si -0.4784 -0.2218 -1.5341
C 0.8449 -1.4304 1.1071
C -0.4395 1.3754 0.6983
C 0.2533 0.0100 0.7342
H 0.0149 0.3815 0.0658
H 0.5085 -0.2971 -0.0481
H -0.4605 -0.2036 -0.1516
H 0.2104 0.2299 -0.2191
H -0.3381 -0.2880 -0.3439
H 0.0780 0.1031 0.6121
H -0.1383 0.3127 -0.2843
H -0.1545 0.0646 0.5782
H 0.3943 -0.3816 -0.1826
H 0.5093 -0.1188 1.6154
H 0.3163 0.0345 0.2517
H -0.1547 -0.1083 -0.2021
H 0.6031 -0.3136 0.9567
H -0.3833 0.0281 -0.2159
H 0.2477 0.0492 0.2273
H 0.0404 0.4812 0.0465
H 0.3707 -0.3532 -0.1956
H -0.3997 -0.1770 0.0577
H -1.0661 1.1276 -2.1951

Results
LUMO level = 0.1305 hartree
orbital gap = 0.1042 hartree
net charge = -2

***

Number 1: calculated total energy -2203.3501 Eh. Number 2: calculated total energy -10701.2654 Eh.